Entry 1:
{
  "formula": "C2H4ClF",
  "method": "ωB97M-V/def2-TZVPD",
  "lumo_ev": 0.9,
  "homo_lumo_gap_ev": 11.08,
  "homo_ev": -10.23,
  "smiles": "FCCCl",
  "multiplicity": 1,
  "charge": 0,
  "elements": ["C", "C", "H", "H", "H", "H", "F", "Cl"],
  "coordinates": [[0.518, 0.492, -0.250], [-0.791, -0.340, 0.275], [0.863, 1.494, 0.206], [0.595, 0.765, -1.255], [-1.080, -0.094, 1.337], [-1.662, 0.085, -0.167], [-0.309, -1.626, -0.239], [1.867, -0.777, 0.094]]
}

=====

Entry 2:
{
  "formula": "C36H37N4O3RbSi",
  "method": "ωB97M-V/def2-TZVPD",
  "lumo_ev": 3.9,
  "homo_lumo_gap_ev": 5.25,
  "homo_ev": -1.40,
  "multiplicity": 1,
  "charge": -2,
  "elements": ["Rb", "O", "C", "C", "C", "C", "C", "C", "C", "N", "C", "C", "N", "C", "C", "C", "C", "C", "C", "C", "O", "H", "H", "H", "H", "H", "H", "H", "H", "H", "H", "H", "H", "H", "H", "C", "Si", "C", "C", "N", "C", "C", "C", "C", "C", "C", "O", "C", "C", "C", "C", "C", "C", "H", "H", "H", "H", "H", "H", "H", "H", "H", "H", "H", "H", "H", "H", "H", "H", "H", "H", "C", "C", "C", "N", "C", "C", "H", "H", "H", "H", "H"],
  "coordinates": [[0.359, 0.659, 0.996], [0.605, -1.370, 2.819], [1.231, -2.431, 3.055], [0.636, -3.503, 3.816], [1.288, -4.676, 4.082], [2.597, -4.911, 3.631], [3.209, -3.904, 2.910], [2.583, -2.694, 2.603], [3.369, -1.738, 1.837], [2.987, -0.616, 1.382], [3.964, 0.194, 0.688], [4.003, 1.610, 1.273], [2.806, 2.352, 0.944], [2.941, 3.387, 0.217], [1.889, 4.258, -0.289], [2.286, 5.241, -1.198], [1.397, 6.090, -1.827], [0.032, 5.935, -1.526], [-0.404, 4.993, -0.633], [0.493, 4.107, 0.067], [0.075, 3.286, 0.919], [-0.376, -3.333, 4.166], [0.776, -5.445, 4.657], [3.109, -5.841, 3.844], [4.226, -4.046, 2.547], [4.414, -2.064, 1.659], [3.676, 0.274, -0.366], [4.977, -0.248, 0.731], [4.922, 2.123, 0.934], [4.057, 1.509, 2.362], [3.958, 3.686, -0.109], [3.348, 5.316, -1.423], [1.736, 6.836, -2.535], [-0.698, 6.573, -2.017], [-1.459, 4.877, -0.411], [-4.814, -1.402, 1.621], [-3.731, 0.102, 1.208], [-4.912, 1.583, 1.111], [-2.633, 0.412, 2.691], [-2.753, -0.124, -0.138], [-3.086, -0.129, -1.427], [-4.410, -0.128, -1.961], [-4.683, -0.128, -3.318], [-3.661, -0.145, -4.260], [-2.347, -0.170, -3.790], [-2.081, -0.152, -2.441], [-0.766, -0.247, -1.987], [0.180, 0.603, -2.473], [1.484, 0.121, -2.491], [2.508, 0.963, -2.902], [2.243, 2.272, -3.275], [0.937, 2.745, -3.226], [-0.102, 1.918, -2.834], [-5.428, -1.214, 2.508], [-4.193, -2.277, 1.817], [-5.480, -1.648, 0.791], [-5.416, 1.731, 2.072], [-5.678, 1.464, 0.344], [-4.351, 2.491, 0.881], [-3.201, 0.443, 3.624], [-2.122, 1.374, 2.580], [-1.876, -0.372, 2.783], [-5.235, -0.128, -1.259], [-5.718, -0.117, -3.646], [-3.868, -0.149, -5.322], [-1.510, -0.193, -4.481], [1.655, -0.897, -2.159], [3.527, 0.592, -2.912], [3.048, 2.936, -3.561], [0.727, 3.785, -3.445], [-1.116, 2.286, -2.769], [-0.021, -4.982, 0.858], [1.221, -5.009, 0.243], [1.598, -3.912, -0.517], [0.840, -2.837, -0.704], [-0.354, -2.826, -0.110], [-0.824, -3.872, 0.672], [-0.340, -5.799, 1.493], [1.902, -5.837, 0.383], [2.576, -3.895, -0.991], [-0.963, -1.935, -0.235], [-1.789, -3.784, 1.150]]
}

=====

Entry 3:
{
  "formula": "CH3ClNO",
  "method": "ωB97M-V/def2-TZVPD",
  "lumo_ev": 3.8,
  "homo_lumo_gap_ev": 6.84,
  "homo_ev": -3.03,
  "multiplicity": 1,
  "charge": -1,
  "elements": ["C", "N", "O", "Cl", "H", "H", "H"],
  "coordinates": [[-0.152, 0.540, 0.119], [-0.787, 1.162, -0.826], [1.709, -0.969, 0.204], [-2.347, 0.489, -1.228], [-0.537, -0.333, 0.463], [1.528, -1.929, 0.493], [0.587, 1.040, 0.774]]
}

=====

Entry 4:
{
  "formula": "H24HeO12Xe",
  "method": "ωB97M-V/def2-TZVPD",
  "lumo_ev": -0.6,
  "homo_lumo_gap_ev": 9.29,
  "homo_ev": -9.88,
  "multiplicity": 1,
  "charge": 0,
  "elements": ["He", "Xe", "O", "H", "H", "O", "H", "H", "O", "H", "H", "O", "H", "H", "O", "H", "H", "O", "H", "H", "O", "H", "H", "O", "H", "H", "O", "H", "H", "O", "H", "H", "O", "H", "H", "O", "H", "H"],
  "coordinates": [[0.435, -0.259, 0.194], [2.904, -2.420, 1.533], [2.793, -1.494, -2.866], [1.993, -1.774, -2.421], [3.265, -2.307, -3.047], [-0.763, 1.310, -3.012], [-1.183, 2.068, -3.420], [-0.537, 1.607, -2.130], [2.685, 2.474, 0.478], [2.182, 3.212, 0.134], [2.455, 2.437, 1.406], [-1.535, -1.669, 3.113], [-1.502, -0.712, 3.120], [-2.468, -1.876, 3.078], [-1.844, 1.002, 3.383], [-1.977, 1.187, 4.313], [-0.985, 1.375, 3.184], [-1.763, -1.073, -2.232], [-2.160, -1.759, -2.770], [-1.539, -0.381, -2.854], [3.901, 0.665, -1.344], [3.259, -0.025, -1.512], [3.446, 1.280, -0.768], [-0.261, 2.178, -0.333], [0.359, 1.881, 0.334], [-1.082, 2.303, 0.142], [0.431, -2.496, -1.679], [0.262, -3.263, -2.226], [-0.289, -1.897, -1.878], [-0.498, -3.623, 1.229], [-0.064, -3.191, 0.493], [-0.818, -2.903, 1.774], [-3.759, 0.588, -0.375], [-4.245, 0.961, -1.111], [-3.134, -0.013, -0.781], [0.509, 1.975, 2.681], [1.084, 1.705, 3.397], [0.440, 2.925, 2.773]]
}

=====

Entry 5:
{
  "formula": "C19H43OP3S2Ti",
  "method": "ωB97M-V/def2-TZVPD",
  "lumo_ev": [-8.0, -11.5],
  "homo_lumo_gap_ev": [7.36, 3.81],
  "homo_ev": [-15.36, -15.35],
  "s_squared": 0.771,
  "multiplicity": 2,
  "charge": 3,
  "elements": ["Ti", "P", "P", "P", "H", "C", "C", "H", "C", "C", "C", "C", "C", "C", "C", "C", "C", "H", "H", "H", "H", "H", "H", "H", "H", "H", "H", "H", "H", "H", "H", "H", "H", "H", "H", "H", "H", "H", "H", "H", "H", "H", "H", "H", "H", "H", "C", "C", "C", "C", "C", "C", "S", "H", "H", "H", "H", "H", "H", "C", "S", "C", "O", "H", "H", "H", "H", "H", "H"],
  "coordinates": [[0.068, 0.143, 1.099], [2.048, 1.334, 2.160], [-1.718, 2.028, 1.373], [0.706, 1.147, -1.011], [-0.902, -2.310, 0.576], [-0.095, -1.774, 0.052], [1.182, -1.703, 0.685], [1.307, -2.235, 1.642], [2.336, 0.825, 3.896], [2.032, 3.162, 2.346], [3.698, 1.054, 1.440], [-3.263, 1.352, 0.661], [-2.171, 2.374, 3.114], [-1.570, 3.716, 0.675], [1.908, 0.129, -1.939], [1.423, 2.819, -1.191], [-0.780, 1.198, -2.062], [-0.244, -1.694, -1.028], [2.121, -1.565, 0.143], [2.390, -0.271, 3.949], [1.506, 1.165, 4.534], [3.275, 1.238, 4.304], [1.187, 3.473, 2.974], [1.947, 3.663, 1.375], [2.963, 3.498, 2.827], [3.921, -0.018, 1.430], [4.455, 1.562, 2.054], [3.767, 1.434, 0.416], [-4.080, 2.079, 0.769], [-3.520, 0.429, 1.198], [-3.125, 1.110, -0.400], [-2.928, 3.173, 3.166], [-1.277, 2.695, 3.667], [-2.573, 1.471, 3.597], [-2.455, 4.304, 0.963], [-1.497, 3.685, -0.419], [-0.672, 4.204, 1.080], [2.058, 0.561, -2.939], [1.541, -0.898, -2.050], [2.868, 0.096, -1.407], [1.493, 3.014, -2.271], [2.428, 2.868, -0.748], [0.787, 3.581, -0.720], [-0.475, 1.470, -3.080], [-1.520, 1.921, -1.705], [-1.262, 0.215, -2.086], [-0.420, -2.476, -5.503], [-1.555, -2.630, -6.318], [-1.823, -3.868, -6.914], [-0.937, -4.944, -6.765], [0.258, -4.753, -6.035], [0.521, -3.520, -5.450], [-0.084, -1.082, -4.498], [-1.248, -0.388, -4.335], [-2.240, -1.797, -6.447], [-2.738, -4.019, -7.486], [-1.155, -5.924, -7.204], [0.961, -5.575, -5.915], [1.446, -3.370, -4.890], [-1.511, -0.780, 5.349], [-1.588, -1.414, 3.651], [-0.635, -2.934, 3.898], [-0.547, -0.499, 2.837], [-0.796, -1.364, 5.951], [-2.526, -0.941, 5.752], [-1.258, 0.291, 5.381], [-1.252, -3.591, 4.528], [-0.490, -3.400, 2.912], [0.330, -2.742, 4.392]]
}

=====

Entry 6:
{
  "formula": "C4H8O2",
  "method": "ωB97M-V/def2-TZVPD",
  "lumo_ev": 0.6,
  "homo_lumo_gap_ev": 8.95,
  "homo_ev": -8.32,
  "multiplicity": 1,
  "charge": 0,
  "elements": ["C", "C", "O", "C", "C", "O", "H", "H", "H", "H", "H", "H", "H", "H"],
  "coordinates": [[1.171, 0.758, 0.228], [-0.055, 0.289, 0.668], [-0.111, -0.410, 1.863], [-1.286, 0.338, -0.183], [-0.686, -0.911, -0.735], [0.025, -0.934, -1.777], [1.189, 1.553, -0.514], [1.751, -0.204, -0.754], [1.980, 0.766, 0.952], [-0.923, -0.145, 2.314], [-2.224, 0.215, 0.361], [-1.315, 1.162, -0.899], [-0.802, -1.816, -0.119], [1.323, -0.678, -1.390]]
}

=====

Relative energy (zero: lowest compared OMol25 entry of this formula, charge and spin) in eV, matching the order above: 2.204; 0.000; 5.086; 0.312; 0.000; 4.594